C38H68F3NO25S7 | ωB97M-V with the def2-TZVPD basis set

Results
- LUMO level (alpha / beta) (eV) = -4.28 / -9.94
- 2S+1 = 2
- Kohn-Sham gap (alpha / beta) (eV) = 7.078 / 1.416
- charge = +1
- E_tot (eV) = -177163.946

```
142
Properties=species:S:1:pos:R:3:forces:R:3
C 2.9557 -3.6370 2.7764 0.636 0.718 -0.953
N 3.4907 -2.2603 2.5049 -0.086 1.486 1.768
O 4.2182 -2.1047 1.5415 -0.604 -0.257 0.056
O 3.2375 -1.3952 3.3399 0.042 -0.556 -0.974
H 2.4695 -3.7375 3.7468 0.406 0.301 -0.134
H 3.9161 -4.1342 2.6406 -0.640 -1.073 0.160
H 2.2444 -3.7680 1.9610 0.163 -0.547 0.011
C 0.7198 -1.3585 -0.0604 -1.644 1.018 1.905
C -0.6496 -1.1278 -0.7782 0.312 -1.343 0.201
C -0.9842 0.3603 -0.9662 2.084 -0.187 0.447
S -0.1476 1.1720 0.5097 0.873 -3.298 -1.216
O -1.1337 1.3588 1.5256 -1.099 1.628 0.879
O 0.8670 2.0964 0.0602 -0.839 0.673 0.293
C 0.7548 -0.2943 1.1020 1.117 0.207 -1.961
H 1.5627 -1.3842 -0.7511 0.015 0.386 0.364
H 0.6183 -2.2798 0.5132 0.349 -0.439 -0.622
H -1.4020 -1.7113 -0.2476 -0.271 0.494 0.255
H -0.4907 -1.7328 -1.6709 -0.596 0.626 -0.769
H -2.0186 0.6828 -1.0855 0.202 -0.211 0.118
H -0.3209 0.6779 -1.7708 -0.443 0.472 -0.250
H 0.3209 -0.6461 2.0380 0.064 0.108 -0.180
H 1.7741 0.0840 1.1798 -0.002 -0.104 0.675
C -7.4218 -0.9764 0.3392 1.930 1.162 0.899
C -7.5985 -2.0960 -0.6634 -0.477 1.096 0.432
C -6.2484 -2.7320 -0.6153 1.854 -1.643 -0.001
S -4.8498 -1.5342 -0.6707 -4.034 -0.058 0.132
O -4.4471 -1.3065 -2.0389 0.496 0.194 0.289
O -3.9095 -1.9442 0.3347 0.718 0.274 0.219
C -6.0934 -0.2283 -0.1379 -0.181 -0.150 -0.762
H -7.2651 -1.3961 1.3328 0.034 0.011 0.138
H -8.2420 -0.2655 0.4395 0.048 -0.003 -0.347
H -7.9183 -1.5821 -1.5699 0.201 -0.714 -0.494
H -8.3883 -2.7387 -0.2746 0.091 -0.287 -0.442
H -5.9495 -3.5872 -1.2215 -0.447 0.236 -0.748
H -6.1113 -3.1635 0.3762 -0.136 0.207 0.347
H -6.3641 0.1816 -1.1110 0.125 0.100 -0.204
H -5.6477 0.6131 0.3927 -0.112 -0.408 0.552
C -2.0618 -0.8721 4.8505 1.821 1.092 1.797
C -2.6124 -1.3618 3.5495 -2.427 -1.338 0.090
C -4.1692 -1.3147 3.5965 -1.092 0.839 1.308
S -4.6793 -1.2791 5.4321 1.719 -0.220 -1.241
O -4.6072 -2.6903 5.8637 -0.493 1.993 -0.260
O -5.8005 -0.3818 5.6874 0.695 -1.278 -0.139
C -3.1124 -0.4315 5.8752 -0.920 0.127 -0.276
H -1.3770 -0.0337 4.7232 -0.263 0.438 -0.256
H -1.3331 -1.6004 5.2063 -0.474 -0.348 0.515
H -2.3617 -2.4178 3.6495 0.154 -0.092 -1.400
H -2.2922 -0.8056 2.6685 0.319 -0.477 0.052
H -4.8365 -2.0879 3.2160 0.789 -0.479 -0.285
H -4.5693 -0.3960 3.1674 0.136 0.245 0.131
H -2.9844 -0.5151 6.9544 0.513 -0.452 -0.177
H -3.2898 0.6284 5.6926 -0.420 0.009 0.028
C -0.5732 -7.7078 -2.0620 1.566 0.756 -0.374
C 0.9723 -7.8701 -2.0643 -0.199 -0.810 0.829
C 1.7707 -6.9191 -1.1496 1.037 -0.622 -1.660
S 0.5631 -6.3154 0.1067 -1.217 3.034 -1.223
O 0.3825 -4.8607 0.0076 -0.136 -2.971 0.092
O 1.2543 -6.8684 1.2557 -0.084 -0.777 0.727
C -1.0033 -7.3331 -0.5773 0.096 -0.819 -2.023
H -0.8503 -8.6560 -2.5228 -0.813 -0.613 1.308
H -0.9129 -7.1011 -2.9014 0.022 1.218 0.760
H 1.4424 -7.9493 -3.0445 -0.043 0.716 -0.247
H 1.1566 -8.8757 -1.6863 0.020 -0.049 0.325
H 2.2336 -6.0229 -1.5628 -0.852 0.708 -0.108
H 2.6614 -7.4155 -0.7644 -0.371 -0.351 0.641
H -1.8864 -6.6995 -0.4951 0.407 0.347 0.147
H -1.1585 -8.2637 -0.0314 0.558 0.310 0.646
C 2.5687 2.4679 3.5243 1.353 -0.840 -1.245
C 2.3878 3.9498 3.2184 -0.299 1.432 0.580
C 2.9884 4.8916 4.3294 -0.366 0.526 0.229
S 3.5070 3.8956 5.7344 1.691 -1.361 -2.729
O 2.7981 4.2734 6.9076 -0.131 0.215 0.901
O 4.9772 3.7389 5.7207 -2.185 0.082 0.238
C 2.7398 2.3619 4.9987 -0.567 0.217 1.743
H 3.3124 1.9001 2.9651 0.641 0.603 -0.114
H 1.6588 1.9614 3.2021 -0.193 -0.048 0.262
H 1.3043 4.0657 3.2476 0.045 0.505 -0.079
H 2.7064 4.3012 2.2370 0.132 -0.336 0.023
H 2.2943 5.5522 4.8489 -0.846 -0.264 -0.417
H 3.7210 5.6399 4.0269 0.586 -0.705 -0.275
H 1.6785 2.3026 5.2400 0.177 0.317 1.503
H 3.2919 1.5822 5.5233 -0.073 -0.399 -0.677
C 0.3969 4.3259 -2.6764 -0.592 0.416 -0.172
C -0.1788 5.0358 -3.9650 0.955 0.103 0.195
C 0.8553 6.1088 -4.2094 -0.126 1.151 1.614
S 1.0530 6.9377 -2.5299 2.669 -1.840 -1.167
O 0.1429 7.9851 -2.2649 -1.516 0.988 0.154
O 2.4794 7.2398 -2.4254 -0.966 -0.520 0.264
C 0.5812 5.4301 -1.5694 -0.443 -0.051 -1.087
H 1.3809 3.8884 -2.8453 0.150 0.207 -0.501
H -0.1960 3.4434 -2.4358 -0.328 0.363 0.641
H -1.1559 5.5072 -3.8593 -0.096 -0.144 0.586
H -0.2747 4.4368 -4.8706 0.203 -0.539 0.282
H 0.6089 6.9129 -4.9029 0.202 -0.235 -0.142
H 1.8501 5.6718 -4.2964 -0.042 0.227 -0.586
H -0.3561 5.7308 -1.1012 0.010 -0.230 0.113
H 1.3493 5.2194 -0.8253 -0.083 -0.010 -0.154
C 5.5436 2.4897 -0.9404 -0.377 -1.617 -0.259
C 5.1572 3.1240 -2.2682 -0.138 -0.141 0.064
C 4.9782 1.9490 -3.2389 0.150 -0.051 -0.225
S 4.2785 0.5457 -2.3084 1.332 2.743 -2.077
O 5.0607 -0.5955 -2.7349 -0.673 -0.837 0.797
O 2.8466 0.6395 -2.5472 -0.109 -1.128 0.543
C 4.6463 1.2581 -0.6944 -0.577 -0.590 0.012
H 5.5603 3.1435 -0.0684 0.142 -0.024 -0.198
H 6.4924 1.9856 -1.1241 0.572 0.584 0.430
H 6.0046 3.7476 -2.5529 -0.362 0.231 -0.329
H 4.2500 3.7173 -2.1541 0.035 0.102 -0.196
H 5.9327 1.6367 -3.6627 0.136 -0.175 0.349
H 4.3358 2.0730 -4.1106 -0.251 0.349 0.250
H 5.1418 0.5126 -0.0726 -0.303 0.006 0.127
H 3.6044 1.4346 -0.4272 0.146 0.410 0.802
C -2.8885 4.1806 3.3167 -1.095 0.444 0.981
C -1.6962 4.4961 2.4469 -1.267 -2.082 1.930
O -0.8983 5.2526 3.3626 0.577 -0.199 -1.853
C -1.3139 4.9688 4.6175 2.002 3.247 2.080
O -0.9043 5.5111 5.6114 0.403 -0.681 -1.146
O -2.2882 4.1566 4.6049 -2.424 -3.263 0.589
F -2.1061 5.1195 1.3783 -0.001 2.141 -1.888
H -3.4715 3.2834 3.1088 0.545 -0.169 0.018
H -3.6003 4.9940 3.4574 -0.126 0.311 -1.010
H -1.3477 3.5212 2.1060 1.405 0.268 0.271
C -0.6332 -0.7935 -5.1097 -0.584 0.355 0.092
C -1.9952 -0.1588 -4.7532 0.895 -2.153 0.763
O -2.3766 0.4615 -5.8948 -4.711 1.785 2.283
C -1.6428 0.1841 -6.8671 0.454 -0.229 -8.027
O -1.9181 0.3250 -8.0719 0.804 0.041 3.637
O -0.5413 -0.3498 -6.4465 3.737 -1.593 -0.147
F -1.8763 0.7745 -3.8233 0.017 0.977 1.553
H -0.6232 -1.8827 -5.0692 -0.238 -0.026 -0.171
H 0.1713 -0.4403 -4.4644 0.075 0.398 -0.262
H -2.6940 -0.9449 -4.4675 -0.474 0.448 0.305
C 2.9242 -3.1374 -2.7256 1.173 2.111 -0.581
C 3.6290 -3.0905 -4.0514 1.419 1.549 -0.317
O 2.8069 -3.6537 -5.0355 -1.169 -1.091 1.837
C 1.8461 -4.3829 -4.3341 -2.328 0.697 -3.110
O 0.9236 -4.9751 -4.9285 3.505 1.467 3.251
O 1.9742 -4.0666 -3.0046 -3.280 -3.431 -0.166
F 4.7292 -3.8610 -3.9238 0.995 -0.528 -0.364
H 2.5237 -2.1468 -2.5102 -0.523 -0.050 -0.010
H 3.5810 -3.3787 -1.8899 0.034 -0.431 -0.240
H 3.8893 -2.0729 -4.3428 0.294 -0.260 -0.181
```
Positions in Å, forces in eV/Å.